{"formula": "C40H80O40S4", "method": "ωB97M-V with the def2-TZVPD basis set", "charge": 0, "lumo_energy_ev": -0.1, "gap_ev": 10.30, "mol_weight_g_mol": 1329.31, "multiplicity": 1, "relative_energy_kcal_mol": 133.4, "symbols": ["C", "C", "O", "C", "O", "O", "C", "H", "H", "H", "H", "H", "H", "H", "H", "C", "C", "O", "C", "O", "O", "C", "H", "H", "H", "H", "H", "H", "H", "H", "C", "C", "O", "C", "O", "O", "C", "H", "H", "H", "H", "H", "H", "H", "H", "C", "C", "O", "C", "O", "O", "C", "H", "H", "H", "H", "H", "H", "H", "H", "C", "C", "O", "C", "O", "O", "C", "H", "H", "H", "H", "H", "H", "H", "H", "C", "C", "O", "C", "O", "O", "C", "H", "H", "H", "H", "H", "H", "H", "H", "C", "C", "O", "C", "O", "O", "C", "H", "H", "H", "H", "H", "H", "H", "H", "C", "C", "O", "C", "O", "O", "C", "H", "H", "H", "H", "H", "H", "H", "H", "C", "C", "O", "S", "O", "O", "O", "H", "H", "H", "H", "C", "C", "O", "S", "O", "O", "O", "H", "H", "H", "H", "C", "C", "O", "S", "O", "O", "O", "H", "H", "H", "H", "C", "C", "O", "S", "O", "O", "O", "H", "H", "H", "H"], "xyz": [[-43.89678, -8.57735, -9.09517], [-44.56725, -7.29084, -8.69929], [-43.64374, -6.25091, -8.23563], [-42.80642, -5.63420, -8.98282], [-42.72262, -5.72629, -10.21632], [-42.10109, -4.83990, -8.24928], [-41.21507, -3.93626, -8.75165], [-44.43298, -9.15580, -9.84749], [-43.74651, -9.23346, -8.23783], [-42.86268, -8.44216, -9.41210], [-45.33188, -7.51057, -7.95419], [-45.09817, -6.89183, -9.56359], [-41.67679, -3.00536, -9.08082], [-40.59727, -4.33384, -9.55685], [-40.64895, -3.72782, -7.84381], [-46.45974, -5.48795, -18.71824], [-44.97098, -5.93623, -18.35313], [-44.49091, -5.27583, -17.19881], [-44.18154, -4.02815, -17.21708], [-44.19397, -3.27164, -18.18223], [-43.74492, -3.60141, -15.99029], [-43.29259, -2.27591, -15.92486], [-47.13591, -5.74406, -17.90257], [-46.69736, -6.11217, -19.57962], [-46.47703, -4.48319, -19.14045], [-44.26829, -5.80765, -19.17640], [-44.96563, -6.95299, -17.96033], [-42.65073, -1.98529, -16.75651], [-42.78284, -2.12659, -14.97304], [-44.10069, -1.55492, -15.80144], [-40.43607, -1.56209, -11.73802], [-41.59237, -2.55992, -12.11137], [-42.73317, -1.73621, -12.37366], [-43.45959, -1.27353, -11.40844], [-43.43717, -1.57627, -10.20142], [-44.36372, -0.49510, -11.89133], [-45.37346, 0.16585, -11.21710], [-39.52195, -2.14067, -11.60488], [-40.59036, -1.25935, -10.70234], [-40.35910, -0.70935, -12.41258], [-41.62571, -3.18169, -11.21672], [-41.36515, -3.23226, -12.93868], [-46.10573, -0.47585, -10.72709], [-46.02281, 0.61927, -11.96600], [-44.79072, 0.80981, -10.55844], [-38.69004, -2.93964, -15.38622], [-38.23468, -3.16553, -13.97290], [-38.96240, -4.33043, -13.54172], [-38.42926, -5.23609, -12.72126], [-37.22852, -5.41203, -12.43171], [-39.41561, -5.83051, -12.03598], [-39.18514, -6.43703, -10.77398], [-38.53483, -3.76943, -16.07577], [-38.14862, -2.06321, -15.74234], [-39.72923, -2.62078, -15.46679], [-38.28810, -2.30339, -13.30808], [-37.18335, -3.45001, -13.92994], [-38.65211, -7.36912, -10.96154], [-40.12035, -6.84054, -10.38581], [-38.66084, -5.72091, -10.14121], [-50.76238, -2.95792, -9.60005], [-50.07459, -1.71752, -10.14888], [-49.01985, -1.36620, -9.26818], [-48.36031, -0.18894, -9.35344], [-48.64314, 0.70969, -10.12265], [-47.53859, -0.17868, -8.35465], [-46.80667, 0.93065, -7.85359], [-51.47496, -2.87420, -8.77950], [-50.10932, -3.79580, -9.35597], [-51.24755, -3.34965, -10.49407], [-50.78596, -0.92239, -10.37213], [-49.73192, -1.78943, -11.18111], [-46.10496, 1.22897, -8.63251], [-46.26860, 0.67889, -6.93970], [-47.46100, 1.79929, -7.77982], [-49.92595, -7.12544, -8.77602], [-48.46389, -6.55178, -8.54928], [-48.23941, -5.74419, -9.71737], [-47.25628, -4.85994, -9.76430], [-46.46959, -4.62899, -8.85557], [-47.36921, -4.30517, -10.98973], [-46.52806, -3.17007, -11.24263], [-50.23129, -7.59208, -9.71255], [-50.64131, -6.30501, -8.71903], [-50.34126, -7.68177, -7.93571], [-47.60523, -7.22195, -8.50825], [-48.54947, -5.84332, -7.72535], [-45.48596, -3.42444, -11.43607], [-46.68649, -2.48001, -10.41388], [-46.90253, -2.70202, -12.15301], [-36.33955, -7.87867, -17.65615], [-37.87987, -7.95439, -17.61059], [-38.42696, -6.84407, -16.92820], [-39.59031, -7.03832, -16.29036], [-40.08111, -8.08396, -15.90574], [-40.17961, -5.90951, -16.15011], [-41.27654, -5.83353, -15.29663], [-35.98467, -6.96043, -18.12412], [-35.92027, -8.77200, -18.11905], [-36.06507, -7.96594, -16.60490], [-38.25078, -8.92279, -17.27483], [-38.21237, -7.90674, -18.64754], [-41.39877, -4.81060, -14.94061], [-41.28796, -6.32844, -14.32554], [-42.23742, -5.86432, -15.81031], [-42.19261, 1.33290, -9.53635], [-42.25738, 2.84495, -9.88219], [-43.33069, 3.13129, -10.80393], [-44.47319, 3.51770, -10.40208], [-44.79753, 3.53240, -9.18488], [-45.24348, 3.75429, -11.48800], [-46.50389, 4.41711, -11.23122], [-41.67472, 0.79869, -10.33291], [-43.19426, 0.93233, -9.38030], [-41.74284, 1.23659, -8.54816], [-41.28965, 3.19022, -10.24604], [-42.32261, 3.39367, -8.94265], [-46.27949, 5.44720, -10.95433], [-47.09822, 3.94696, -10.44776], [-47.05300, 4.45851, -12.17189], [-43.86118, -1.96991, -6.53571], [-42.68612, -1.14575, -6.18741], [-43.07665, -0.40370, -5.01025], [-44.08132, -1.41278, -4.19198], [-45.00386, -0.61714, -3.39051], [-43.26209, -2.49627, -3.56119], [-44.75790, -2.00658, -5.52890], [-43.50698, -2.99930, -6.59042], [-44.36639, -1.69987, -7.46304], [-42.45211, -0.50315, -7.03617], [-41.77637, -1.71597, -5.99958], [-39.74477, 3.61454, -15.45800], [-39.97867, 3.43368, -13.97933], [-40.22543, 2.05507, -13.65736], [-39.89018, 1.01988, -14.94419], [-40.92227, -0.01727, -15.08309], [-38.43521, 0.64586, -14.87746], [-40.26068, 2.33053, -15.90902], [-38.67150, 3.66668, -15.64096], [-40.24032, 4.38117, -16.05366], [-40.78971, 4.09505, -13.67449], [-39.18075, 3.73661, -13.30136], [-48.58188, 2.02381, -12.83074], [-48.02643, 1.86051, -14.26865], [-49.24156, 1.98254, -14.92296], [-50.11807, 3.25144, -14.27926], [-51.57920, 3.09819, -14.42928], [-49.50335, 4.50228, -14.74608], [-49.68502, 2.93119, -12.73426], [-47.85716, 2.47935, -12.15592], [-48.62870, 1.00811, -12.43797], [-47.64785, 0.84118, -14.34439], [-47.37948, 2.68684, -14.56314], [-36.46870, 0.02176, -11.94196], [-35.77362, -1.26461, -11.55307], [-36.60686, -1.81926, -10.61522], [-37.27864, -0.74220, -9.56624], [-36.30018, -0.49438, -8.50726], [-38.63730, -1.14984, -9.19797], [-37.21570, 0.43587, -10.73808], [-37.25380, -0.06141, -12.69349], [-35.73692, 0.79789, -12.16605], [-34.80489, -1.04804, -11.10278], [-35.55825, -1.91393, -12.40165]]}